# 1
18
Properties=species:S:1:pos:R:3:forces:R:3:lowdin_charge:R:1 method="wB97M-V/def2-TZVPD" e_tot_ha=-343.4639 e_above_lowest_kcal_mol=62.9 homo_ev=-12.4429 total_charge=+1 largest_force_ev_per_a=2.93
O 0.882 -2.146 -0.179 -1.827 1.558 1.262 0.080
C -0.063 -1.743 0.492 -0.178 -2.253 -1.119 -0.182
C -1.299 -1.061 -0.148 0.848 0.832 -0.221 -0.099
N -0.836 -0.532 -1.448 0.300 0.851 -0.911 0.158
H -0.279 -2.100 1.515 0.637 0.380 0.066 0.138
H -2.116 -1.726 -0.421 0.133 -0.563 0.619 0.143
H -1.716 -0.250 0.459 0.241 -0.168 -0.075 0.124
H -1.618 -0.319 -2.066 -0.041 0.074 -0.028 0.172
H -0.229 0.347 -1.393 -0.344 -0.470 0.487 0.128
H -0.280 -1.259 -1.900 0.305 -0.102 -0.063 0.157
C 0.882 2.103 -0.669 -0.720 -1.402 2.476 -0.028
C 0.129 1.912 0.481 1.455 0.840 -1.200 -0.291
N 0.576 1.423 1.690 -0.303 -0.876 0.016 0.075
H 1.872 1.667 -0.671 0.267 0.322 -0.297 0.059
H 0.577 2.839 -1.378 -0.215 0.045 -0.512 0.050
H -0.846 2.361 0.434 -0.515 0.032 0.632 0.106
H 1.512 1.059 1.783 0.173 0.255 -0.408 0.103
H -0.003 1.045 2.441 -0.217 0.646 -0.724 0.107

---

# 2
76
Properties=species:S:1:pos:R:3:forces:R:3:lowdin_spin:R:1 method="wB97M-V/def2-TZVPD" s_squared=0.754 spin_multiplicity=2 e_tot_ha=-8147.1860 e_above_lowest_kcal_mol=9.3 homo_ev="-7.7276 / -7.7285" largest_force_ev_per_a=0.79
Ti -2.326 -1.955 -1.030 -0.474 -0.283 -0.571 0.930
C -2.840 -3.598 -5.109 -0.015 0.047 0.150 0.001
C -2.376 -2.897 -3.875 0.054 0.038 -0.153 0.005
N -3.159 -2.628 -2.875 0.058 0.154 0.514 0.001
O -4.517 -2.946 -3.025 0.007 -0.192 -0.265 0.001
C -0.996 -2.506 -3.737 0.126 0.057 0.114 0.000
C 0.032 -2.731 -4.799 -0.031 0.052 0.083 0.000
N -0.708 -1.948 -2.570 -0.257 -0.155 -0.526 0.003
O 0.454 -1.537 -2.325 -0.040 0.064 0.166 0.010
H -3.912 -3.497 -5.235 0.004 -0.028 -0.026 0.000
H -2.593 -4.658 -5.000 -0.030 -0.010 -0.064 0.000
H -2.312 -3.224 -5.982 0.004 0.010 -0.010 0.000
H -4.683 -3.647 -2.378 0.041 0.105 0.074 0.000
H 0.078 -3.783 -5.088 0.022 0.010 -0.043 0.000
H 0.998 -2.432 -4.399 0.013 -0.028 -0.010 0.000
H -0.163 -2.138 -5.695 0.002 -0.007 -0.012 0.000
Se 2.479 1.358 2.467 -0.010 -0.026 -0.039 0.000
P 1.121 2.322 1.189 0.072 0.222 0.179 0.000
C 1.910 3.165 -0.219 -0.014 -0.070 0.039 0.000
C 3.297 3.186 -0.310 -0.041 0.030 -0.032 0.000
C 3.908 3.819 -1.384 -0.016 0.006 -0.011 0.000
C 3.133 4.428 -2.361 0.070 -0.010 0.015 0.000
C 1.748 4.407 -2.268 -0.084 0.003 0.002 0.000
C 1.129 3.776 -1.200 0.102 0.018 -0.016 0.000
C 0.162 3.592 2.063 0.043 -0.080 -0.080 0.000
C -0.795 3.162 2.978 -0.010 0.042 0.000 0.000
C -1.498 4.089 3.727 0.008 -0.061 -0.012 0.000
C -1.241 5.445 3.572 0.011 0.047 -0.009 0.000
C -0.280 5.873 2.669 -0.010 0.020 0.016 0.000
C 0.425 4.947 1.913 0.001 -0.084 -0.016 0.000
C -0.166 1.319 0.421 -0.172 -0.126 -0.163 0.001
C -0.351 -0.023 0.100 -0.033 0.378 -0.211 0.005
N -1.519 -0.072 -0.594 0.299 -0.240 0.605 0.009
N -2.028 1.147 -0.676 -0.047 -0.059 -0.129 0.003
N -1.230 1.991 -0.093 0.042 0.069 0.043 0.000
P 0.527 -1.517 0.527 0.393 0.119 0.664 0.011
Se -0.585 -3.359 0.215 -0.164 0.034 -0.065 0.000
C 0.561 -1.476 2.351 -0.051 0.094 -0.194 0.001
C -0.588 -1.025 2.999 0.094 -0.033 0.043 0.000
C -0.640 -1.021 4.383 0.015 -0.008 -0.045 0.000
C 0.444 -1.481 5.118 -0.073 0.028 0.060 0.000
C 1.576 -1.949 4.471 0.072 -0.018 -0.044 0.000
C 1.638 -1.946 3.086 -0.029 0.027 -0.013 0.000
C 2.212 -1.506 -0.092 -0.106 -0.216 -0.033 0.003
C 2.744 -0.401 -0.743 -0.006 -0.019 0.020 0.001
C 4.056 -0.438 -1.182 0.013 0.016 -0.013 0.000
C 4.827 -1.575 -0.981 0.015 0.029 -0.013 0.001
C 4.284 -2.689 -0.357 -0.021 -0.035 0.020 0.000
C 2.969 -2.661 0.081 0.018 0.116 -0.032 0.001
H 3.882 2.701 0.462 0.005 -0.003 0.000 0.000
H 4.988 3.837 -1.454 0.002 0.003 -0.007 0.000
H 3.610 4.920 -3.199 -0.002 0.001 -0.002 0.000
H 1.147 4.883 -3.032 -0.006 -0.004 0.004 0.000
H 0.050 3.749 -1.122 -0.011 0.016 -0.031 0.000
H -0.980 2.101 3.099 -0.025 0.006 0.024 0.000
H -2.247 3.757 4.435 0.001 -0.006 -0.002 0.000
H -1.792 6.170 4.158 0.000 0.000 -0.001 0.000
H -0.077 6.929 2.551 0.000 0.000 0.000 0.000
H 1.177 5.278 1.208 -0.004 0.028 0.001 0.000
H -1.437 -0.672 2.424 -0.009 0.006 0.015 0.000
H -1.526 -0.657 4.886 0.004 -0.001 0.012 0.000
H 0.404 -1.471 6.200 0.009 -0.004 -0.001 0.000
H 2.424 -2.300 5.045 0.000 -0.002 -0.003 0.000
H 2.538 -2.267 2.579 0.031 -0.011 0.058 0.000
H 2.132 0.471 -0.931 0.021 -0.007 -0.006 0.000
H 4.473 0.424 -1.687 -0.007 -0.002 0.000 0.000
H 5.852 -1.597 -1.326 0.001 -0.003 0.001 0.000
H 4.881 -3.581 -0.221 -0.009 -0.004 0.004 0.000
H 2.519 -3.533 0.542 0.057 -0.043 -0.013 0.000
C -5.910 -2.714 1.333 -0.105 0.121 0.116 -0.001
O -4.915 -3.412 0.557 0.054 -0.083 -0.059 -0.004
C -3.968 -2.683 0.013 -0.213 0.130 -0.006 -0.004
O -3.965 -1.435 0.154 0.274 -0.110 0.010 0.025
H -6.577 -3.478 1.716 0.019 -0.022 -0.019 0.000
H -6.454 -2.005 0.712 0.030 -0.026 -0.041 0.000
H -5.438 -2.174 2.152 0.020 -0.027 -0.010 0.000

---

# 3
81
Properties=species:S:1:pos:R:3:forces:R:3:lowdin_charge:R:1 method="wB97M-V/def2-TZVPD" e_tot_ha=-2311.3500 e_above_lowest_kcal_mol=0.0 homo_ev=-13.3568 total_charge=+2 largest_force_ev_per_a=0.90
Rh -0.252 0.080 0.054 0.284 0.298 -0.803 1.101
N 1.792 -0.310 -0.125 -0.293 -0.190 0.107 0.021
C 2.748 -0.004 0.915 0.066 0.062 -0.012 -0.258
C 4.006 0.454 0.552 0.004 0.000 -0.048 -0.031
C 4.943 0.748 1.528 0.044 0.002 -0.030 -0.053
C 4.605 0.587 2.863 -0.003 0.001 0.049 -0.044
C 3.341 0.142 3.211 0.000 0.001 0.006 -0.005
C 2.382 -0.171 2.244 -0.053 -0.059 -0.011 -0.122
C 1.015 -0.567 2.671 0.001 0.302 0.004 -0.164
C 0.868 -1.247 3.884 0.045 0.062 0.012 -0.023
C -0.364 -1.413 4.488 0.007 -0.022 0.075 -0.055
C -1.487 -0.841 3.915 -0.023 0.041 0.030 -0.067
C -1.383 -0.212 2.681 0.190 0.086 0.075 -0.097
C -0.154 -0.135 2.032 -0.330 -0.502 -0.170 -0.138
H 2.155 0.049 -1.003 -0.048 0.013 -0.113 0.117
H 1.686 -1.322 -0.242 0.172 -0.040 0.034 0.101
H 4.260 0.567 -0.498 -0.009 -0.016 0.032 0.122
H 5.928 1.096 1.247 -0.023 0.005 0.003 0.118
H 5.322 0.823 3.637 -0.017 -0.007 -0.013 0.119
H 3.075 0.066 4.256 0.026 0.012 -0.013 0.121
H 1.754 -1.641 4.365 -0.024 -0.017 0.001 0.122
H -0.439 -1.948 5.425 0.005 -0.003 -0.012 0.118
H -2.446 -0.891 4.413 0.004 0.005 -0.011 0.115
H -2.263 0.243 2.259 -0.067 -0.112 -0.050 0.087
C -4.652 0.213 0.002 -0.031 -0.023 -0.061 0.004
C -3.338 -0.263 -0.055 -0.012 0.008 -0.219 -0.091
N -2.293 0.545 -0.093 0.113 -0.049 0.474 0.004
C -2.510 1.884 -0.030 0.009 -0.001 0.006 -0.139
C -3.784 2.450 0.016 -0.002 -0.012 -0.015 -0.118
C -4.879 1.565 0.025 -0.041 0.036 -0.020 0.043
C -3.911 3.877 0.105 -0.040 -0.002 -0.011 0.015
C -2.820 4.665 0.213 0.011 0.039 0.002 0.015
C -1.502 4.097 0.241 0.010 0.004 -0.029 -0.117
C -0.332 4.849 0.457 0.009 0.042 0.002 0.043
C 0.880 4.210 0.514 -0.011 0.052 -0.041 0.003
C 0.935 2.825 0.345 0.031 -0.022 -0.187 -0.053
N -0.149 2.100 0.113 0.066 -0.215 0.596 -0.005
C -1.358 2.719 0.087 -0.013 0.018 -0.039 -0.127
H -5.468 -0.496 0.031 0.018 0.014 -0.001 0.127
H -3.140 -1.324 -0.068 0.029 -0.059 0.098 0.100
H -5.888 1.959 0.071 0.029 -0.015 -0.001 0.137
H -4.904 4.308 0.102 0.016 -0.007 0.012 0.132
H -2.921 5.739 0.298 -0.002 -0.018 0.007 0.132
H -0.401 5.921 0.597 0.005 -0.019 -0.023 0.138
H 1.796 4.755 0.694 -0.019 -0.014 0.000 0.127
H 1.880 2.300 0.387 -0.021 0.001 0.083 0.110
O -0.211 -2.013 -0.294 -0.160 0.293 0.285 -0.436
P -0.964 -2.915 -1.275 0.045 -0.072 -0.080 0.846
C 0.192 -3.965 -2.133 -0.011 0.015 -0.033 -0.285
C 0.010 -4.285 -3.477 0.006 0.014 -0.013 -0.069
C 0.899 -5.146 -4.104 0.011 -0.007 -0.006 -0.052
C 1.965 -5.679 -3.392 0.000 -0.002 -0.008 -0.047
C 2.148 -5.360 -2.051 0.006 -0.002 0.012 -0.055
C 1.261 -4.507 -1.416 -0.015 -0.019 0.019 -0.069
C -2.150 -3.919 -0.399 0.003 0.035 0.026 -0.290
C -2.318 -3.721 0.971 -0.010 0.052 -0.004 -0.075
C -3.225 -4.505 1.671 -0.005 -0.002 -0.005 -0.053
C -3.954 -5.481 1.008 0.011 -0.001 0.014 -0.046
C -3.775 -5.691 -0.355 -0.006 -0.003 -0.010 -0.049
C -2.869 -4.918 -1.060 0.018 -0.029 -0.016 -0.074
C -1.785 -1.874 -2.490 -0.005 0.044 0.055 -0.308
C -3.131 -1.978 -2.821 -0.001 -0.025 -0.007 -0.073
C -3.707 -1.052 -3.683 -0.008 0.011 0.006 -0.047
C -2.944 -0.020 -4.208 0.002 -0.006 -0.003 -0.047
C -1.594 0.085 -3.889 0.001 0.004 -0.001 -0.056
C -1.016 -0.841 -3.036 -0.038 -0.011 -0.020 -0.103
H -0.814 -3.860 -4.039 0.017 -0.005 0.010 0.110
H 0.763 -5.397 -5.147 0.001 0.002 0.014 0.117
H 2.658 -6.348 -3.884 -0.009 0.007 0.007 0.118
H 2.978 -5.783 -1.502 -0.012 0.007 -0.010 0.116
H 1.391 -4.270 -0.367 0.001 -0.010 -0.012 0.112
H -1.727 -2.971 1.486 -0.022 -0.004 -0.011 0.096
H -3.352 -4.361 2.736 0.005 -0.004 -0.018 0.114
H -4.655 -6.096 1.558 0.006 0.014 -0.012 0.118
H -4.333 -6.467 -0.862 0.015 0.014 0.008 0.118
H -2.706 -5.107 -2.116 -0.008 0.005 0.016 0.117
H -3.738 -2.773 -2.403 0.006 0.011 0.008 0.108
H -4.754 -1.138 -3.942 0.015 -0.007 -0.005 0.119
H -3.396 0.696 -4.882 0.004 -0.003 0.010 0.118
H -0.994 0.875 -4.322 -0.006 -0.005 0.005 0.115
H 0.047 -0.785 -2.822 0.029 0.006 0.002 0.103

---

# 4
14
Properties=species:S:1:pos:R:3:forces:R:3:lowdin_charge:R:1 method="wB97M-V/def2-TZVPD" smiles="O=CN/N=C/[C@@H]1CS1" e_tot_ha=-738.8557 e_above_lowest_kcal_mol=93.5 homo_ev=-8.6848 largest_force_ev_per_a=5.40
O 2.822 0.905 0.478 -1.482 -1.663 2.350 -0.004
C 2.387 0.131 1.347 1.081 -0.968 -0.905 -0.264
N 1.115 -0.483 1.409 3.272 0.484 1.802 -0.040
N 0.092 -0.446 0.617 -1.771 2.113 -4.644 0.019
C 0.128 0.315 -0.443 -0.609 0.078 -0.004 -0.095
C -1.073 0.390 -1.400 1.296 -0.983 4.620 -0.713
C -2.310 -0.066 -0.723 1.235 -3.356 0.457 -0.331
S -1.647 -0.999 -2.191 -1.181 -1.521 -1.234 0.834
H 3.069 -0.396 2.157 -1.158 1.309 -1.201 0.152
H 0.946 -1.219 2.065 0.780 -0.012 0.778 0.128
H 0.899 1.049 -0.734 0.066 -0.801 0.702 0.115
H -1.137 1.282 -1.852 -0.040 3.050 -1.908 0.057
H -3.285 0.367 -0.820 -0.132 0.232 0.010 0.064
H -2.005 -0.830 0.092 -1.357 2.038 -0.823 0.078